{
  "formula": "C2H8IN3OS",
  "method": "ωB97M-V/def2-TZVPD",
  "elements": ["C", "C", "N", "N", "N", "O", "S", "I", "H", "H", "H", "H", "H", "H", "H", "H"],
  "positions_angstrom": [[1.393, 1.200, -0.299], [-1.589, 1.162, -0.058], [-0.554, -1.050, 0.979], [2.536, 0.417, 0.008], [-0.714, -2.380, 0.841], [-0.524, -0.772, -1.562], [-0.337, -0.123, -0.307], [-3.508, 0.296, -0.103], [1.466, 1.808, -1.241], [0.856, 1.836, 0.432], [-1.549, 2.142, -0.582], [-1.422, 1.401, 0.978], [2.940, -0.075, -0.790], [2.449, -0.142, 0.826], [-1.524, -2.746, 0.226], [0.082, -2.974, 0.650]],
  "atomic_forces_ev_per_a": [[-1.4, -1.0, -0.2], [0.0, 0.5, 0.6], [0.8, 3.0, 0.4], [-0.7, 1.5, -0.9], [-2.2, -3.3, -1.4], [0.0, -0.7, -2.2], [0.5, 0.8, 0.5], [-0.2, 0.0, -0.2], [-0.2, -1.2, 0.6], [1.4, -0.4, 0.3], [0.2, -1.1, -0.3], [-0.1, 0.1, 0.6], [-0.3, 0.2, 0.5], [-0.1, -0.5, 0.5], [1.7, 1.3, 1.1], [0.4, 0.4, 0.0]],
  "lowdin_charge": [-0.213, -0.829, -0.389, -0.009, -0.139, -0.424, 0.637, 0.830, 0.107, 0.065, 0.048, -0.005, 0.093, 0.064, 0.104, 0.059],
  "de_lowest_kcal_mol": 9.4,
  "charge": 0,
  "homo_lumo_gap_ev": 7.981,
  "homo_ha": -0.287,
  "total_energy_ha": -1016.220944
}